{"formula": "C48H79BBrN4O3P2SiSr", "method": "ωB97M-V with the def2-TZVPD basis set", "charge": -1, "e_above_lowest_ev": 0.861, "homo_lumo_gap_ev": 3.97, "e_lumo_ha": 0.050, "total_energy_ha": -5923.02696, "symbols": ["Sr", "Br", "P", "P", "Si", "O", "O", "O", "N", "N", "N", "N", "C", "C", "C", "C", "C", "C", "C", "C", "C", "C", "C", "C", "C", "C", "C", "C", "C", "C", "C", "C", "C", "C", "C", "C", "C", "C", "C", "C", "C", "C", "C", "C", "C", "C", "C", "C", "C", "C", "C", "C", "C", "C", "C", "C", "C", "C", "C", "C", "B", "H", "H", "H", "H", "H", "H", "H", "H", "H", "H", "H", "H", "H", "H", "H", "H", "H", "H", "H", "H", "H", "H", "H", "H", "H", "H", "H", "H", "H", "H", "H", "H", "H", "H", "H", "H", "H", "H", "H", "H", "H", "H", "H", "H", "H", "H", "H", "H", "H", "H", "H", "H", "H", "H", "H", "H", "H", "H", "H", "H", "H", "H", "H", "H", "H", "H", "H", "H", "H", "H", "H", "H", "H", "H", "H", "H", "H", "H", "H"], "xyz": [[-0.009, -0.600, -1.466], [0.457, 4.287, -8.272], [-2.550, 1.974, -1.689], [-0.888, 0.212, 3.487], [3.638, -1.707, 1.347], [-2.061, -1.075, -0.579], [1.510, -0.594, -5.062], [0.031, 0.480, -3.723], [1.037, -2.149, -2.634], [0.459, 1.857, 1.721], [-2.191, -2.665, -2.169], [-0.499, 2.892, -0.058], [-0.249, 5.914, 2.129], [0.282, -2.383, 4.265], [-1.830, -0.180, 6.097], [5.071, -3.941, 0.054], [0.730, 3.940, 3.122], [-1.189, 3.212, -1.288], [-3.574, -2.888, -0.187], [0.577, 0.464, 6.032], [0.560, 0.158, -4.834], [0.004, -2.624, -3.311], [6.231, -1.878, 2.789], [-1.004, 0.111, -6.825], [-1.071, 1.894, -8.438], [-0.778, 0.646, 5.348], [-0.339, -1.977, 1.904], [4.811, -1.310, 2.896], [0.440, 5.302, 3.167], [-5.092, 1.508, -0.739], [-1.341, -1.974, -3.131], [-0.727, -1.684, 3.358], [-0.060, 0.802, -6.075], [0.374, 2.051, -6.502], [-3.453, 1.206, -4.149], [0.136, -3.676, -4.208], [0.305, 3.197, 2.031], [0.743, 0.854, 2.738], [-1.507, 0.653, -7.998], [1.389, -4.221, -4.429], [-0.620, 5.193, 0.996], [2.480, -3.651, -3.789], [2.598, -4.114, 0.241], [-4.400, 3.904, -0.437], [-3.103, 2.530, -3.450], [4.929, 0.217, 2.983], [-3.916, 2.454, -0.461], [-2.140, -2.253, 3.563], [-3.359, 2.102, 0.928], [4.188, -1.784, 4.212], [-0.138, 2.574, -7.675], [-1.934, 3.177, -4.196], [-0.322, 3.839, 0.935], [-4.299, 3.475, -3.564], [3.975, -4.527, 2.208], [3.867, -3.649, 0.959], [4.635, -0.807, -0.050], [-1.205, 2.118, 5.460], [2.253, -2.610, -2.914], [-2.545, -2.126, -0.984], [0.077, 1.603, 0.338], [-2.630, 2.837, 1.265], [-1.693, 4.159, -3.784], [0.396, -3.424, 3.943], [-4.488, -3.018, -0.769], [3.158, -4.316, 2.905], [-1.442, 2.323, -9.358], [3.232, -1.281, 4.376], [1.393, 1.264, 3.511], [4.140, -0.941, -1.017], [0.858, -0.585, 6.110], [-3.189, -3.868, 0.096], [-1.575, -1.239, 6.119], [3.486, -4.008, -3.961], [-2.547, -2.050, 4.552], [4.624, 0.265, 0.150], [-3.799, -2.323, 0.712], [6.721, -1.546, 1.870], [4.920, -4.386, 2.736], [-0.628, -3.005, 1.650], [-2.869, 1.127, 0.932], [6.008, -3.641, 0.527], [-1.099, 5.709, 0.171], [3.061, -2.110, -2.396], [-2.210, 3.313, -5.248], [-2.130, -3.339, 3.419], [-0.492, 3.152, -2.127], [3.940, 0.686, 2.967], [-1.895, 0.165, 7.135], [4.986, -3.407, -0.897], [-1.593, 4.224, -1.241], [-1.560, 2.327, 6.475], [-5.203, 3.066, -3.113], [-4.218, 0.656, -3.592], [-2.239, 0.109, -8.582], [-4.180, 2.089, 1.653], [1.317, 3.485, 3.909], [-0.379, 2.790, 5.253], [-1.050, 2.545, -4.163], [-5.045, 4.140, -1.281], [-4.979, 4.065, 0.478], [2.731, -5.124, -0.178], [-0.024, -2.393, 5.313], [1.753, -4.137, 0.934], [-2.621, -3.523, -2.469], [6.852, -1.545, 3.635], [1.511, -5.054, -5.107], [-1.345, -0.863, -6.493], [0.524, 0.875, 7.046], [-3.824, 1.385, -5.165], [-2.559, 0.587, -4.225], [4.011, -2.860, 4.218], [4.848, -1.547, 5.059], [-0.736, -4.038, -4.740], [-5.490, 1.630, -1.748], [-4.083, 4.446, -3.115], [5.500, 0.621, 2.145], [-4.768, 0.471, -0.621], [-2.007, 2.354, 4.759], [1.263, 0.030, 2.243], [5.682, -1.121, -0.160], [-1.844, -1.979, -4.099], [-0.477, 6.972, 2.188], [5.440, 0.515, 3.909], [-5.905, 1.697, -0.032], [-1.247, -0.939, -2.860], [3.913, -5.589, 1.930], [1.102, 2.604, -5.923], [-2.813, -0.060, 5.636], [-4.508, 3.640, -4.626], [1.375, 0.990, 5.505], [-2.815, -1.810, 2.826], [0.738, -1.880, 1.740], [0.759, 5.889, 4.020], [1.259, -1.908, 4.179], [6.231, -2.970, 2.800], [2.336, -3.439, -0.567], [5.139, -5.018, -0.172], [-0.838, -1.280, 1.227], [-3.567, 4.610, -0.423]], "atomic_forces_ev_per_a": [[2.3, 5.2, 4.5], [0.0, -0.1, 0.1], [0.2, 0.6, -0.1], [0.4, -0.1, 0.2], [-0.5, 0.1, 0.3], [-1.3, -0.7, 0.1], [-0.2, 0.0, 0.4], [0.1, -0.3, 0.1], [1.8, -2.3, -1.7], [0.3, 0.2, 0.2], [0.0, 0.0, -0.2], [0.0, 0.4, 0.0], [0.1, 0.1, 0.1], [0.0, 0.1, -0.1], [0.1, 0.0, 0.0], [-0.2, -0.1, 0.1], [0.0, -0.1, 0.0], [-0.1, -0.3, -0.1], [0.0, 0.1, 0.0], [0.0, 0.0, 0.0], [0.1, 0.3, -0.7], [0.2, -0.8, -0.7], [-0.1, 0.0, 0.0], [0.0, 0.0, 0.0], [0.0, 0.0, -0.1], [-0.1, -0.1, -0.2], [0.1, 0.2, -0.1], [0.2, 0.0, -0.1], [-0.1, 0.1, 0.0], [0.0, 0.0, -0.1], [-1.1, -0.9, -0.8], [-0.1, 0.1, 0.0], [0.1, -0.1, 0.2], [0.0, 0.0, 0.0], [0.0, 0.1, -0.1], [-0.1, 0.0, -0.1], [0.0, 0.0, 0.0], [-0.5, 0.1, -0.2], [0.0, 0.0, 0.0], [0.0, 0.2, 0.1], [0.0, -0.1, -0.1], [-0.1, -0.2, -0.2], [0.1, 0.0, 0.1], [0.0, 0.0, -0.1], [-0.1, -0.2, 0.2], [0.0, 0.0, -0.1], [0.1, -0.3, -0.1], [0.0, 0.0, 0.0], [0.0, 0.0, -0.1], [0.0, 0.0, -0.2], [0.0, 0.2, -0.1], [0.0, 0.0, 0.0], [0.0, 0.0, 0.1], [0.1, 0.0, 0.0], [0.0, 0.1, 0.0], [0.3, -0.1, -0.1], [0.2, -0.3, 0.0], [0.0, -0.1, -0.1], [0.1, 0.0, 0.2], [-0.7, -0.2, 0.5], [-0.4, -0.5, -0.2], [0.0, 0.0, 0.0], [0.0, 0.0, 0.0], [0.0, 0.0, 0.0], [0.0, 0.0, 0.0], [0.0, 0.0, 0.0], [0.0, 0.0, 0.0], [0.0, 0.0, 0.1], [0.1, -0.1, 0.0], [0.0, 0.0, 0.0], [0.0, 0.0, 0.0], [0.0, 0.0, 0.0], [0.0, 0.0, 0.0], [0.0, 0.0, 0.0], [0.0, -0.1, -0.1], [-0.1, 0.0, 0.0], [0.0, 0.0, 0.0], [0.0, 0.0, 0.0], [-0.1, 0.0, 0.0], [0.0, 0.0, 0.0], [0.0, 0.0, 0.1], [0.0, 0.0, -0.1], [0.0, -0.1, 0.0], [0.1, -0.1, 0.0], [0.0, 0.0, 0.0], [0.0, 0.0, 0.0], [0.0, 0.1, 0.0], [0.0, 0.0, 0.0], [0.0, 0.0, 0.0], [0.1, 0.0, 0.0], [0.1, 0.0, -0.1], [0.1, 0.0, 0.0], [0.0, 0.1, 0.0], [0.0, 0.0, 0.0], [0.0, 0.0, 0.0], [0.0, 0.0, 0.0], [-0.1, -0.1, 0.1], [0.1, 0.1, -0.1], [0.0, 0.0, 0.0], [0.0, 0.0, 0.1], [0.0, 0.0, 0.0], [0.0, 0.0, 0.0], [0.0, 0.0, 0.0], [0.0, 0.0, 0.0], [0.0, 0.0, 0.1], [0.0, 0.0, 0.0], [0.0, 0.0, 0.0], [0.0, 0.0, 0.0], [0.0, 0.0, 0.0], [0.0, 0.0, 0.0], [0.0, -0.1, 0.0], [0.0, 0.0, 0.1], [0.0, 0.0, 0.0], [0.0, 0.0, 0.0], [0.0, -0.1, 0.0], [0.0, 0.0, 0.0], [0.0, 0.0, 0.0], [0.0, 0.0, 0.0], [0.0, 0.0, 0.1], [0.1, 0.0, 0.2], [0.0, 0.0, -0.1], [0.0, 0.1, 0.0], [0.0, 0.0, 0.0], [0.0, 0.0, 0.0], [0.0, 0.0, 0.0], [-1.7, -0.3, -1.7], [0.0, 0.0, 0.0], [0.0, 0.0, 0.0], [0.0, 0.0, 0.0], [0.0, 0.0, 0.0], [0.0, 0.0, 0.0], [-0.1, 0.0, 0.0], [0.1, -0.1, 0.0], [0.0, 0.0, 0.0], [0.0, -0.1, 0.0], [0.1, 0.1, 0.0], [-0.1, 0.1, -0.2], [0.0, 0.0, 0.0], [-0.1, -0.1, 0.1], [0.0, 0.0, 0.0]]}